No. 1
The following is a quantum chemistry calculation of a 4-piece molecular cluster, C33H64Br2NO overall in a non-equilibrium geometry, from the OMol25 dataset.

Cartesian coordinates (Å):
C  -1.1465  -0.1124  -1.0686
C  0.1434  0.4956  -1.1449
C  1.5922  1.2113  -1.3823
C  1.7174  2.7497  -0.7527
C  3.3385  3.0268  -0.6406
Br  4.3420  4.3714  -1.8055
C  4.2640  2.2890  0.3111
C  5.8987  2.6401  0.3718
Br  3.6355  0.8621  1.5524
C  1.0093  3.6911  -1.9249
C  0.4623  5.1387  -1.4712
C  1.4628  6.4218  -1.8643
C  -0.8809  5.4144  -2.4416
N  -0.0411  5.3225  -0.0786
O  -0.2118  6.6342  0.2145
C  0.7221  4.6317  1.0001
C  2.1097  5.3203  1.4991
C  -0.2792  4.6235  2.3428
C  0.8563  3.0119  0.6010
H  -2.2539  -0.4713  -1.3331
H  2.4833  0.5114  -1.0972
H  1.6905  1.3670  -2.5634
H  5.9647  3.7830  0.6617
H  6.4386  2.0603  1.2657
H  6.4289  2.4376  -0.6646
H  0.0651  3.0549  -2.2864
H  1.6861  3.7825  -2.9044
H  2.3483  6.5599  -1.1149
H  0.8303  7.3956  -2.0587
H  1.9101  6.1205  -2.9288
H  -1.6926  4.6346  -2.0459
H  -0.6780  5.1712  -3.5678
H  -1.3149  6.4817  -2.2340
H  1.9096  6.3228  2.1145
H  2.9308  5.4815  0.6823
H  2.5916  4.5751  2.2980
H  -0.3819  5.7623  2.6738
H  0.2938  4.0399  3.1930
H  -1.3379  4.1752  2.1080
H  -0.2870  2.6785  0.4976
H  1.2380  2.4970  1.5766
C  -8.5342  -0.8257  -1.9761
C  -7.1669  -0.9702  -1.3273
C  -6.9674  -0.0439  -0.1247
C  -7.0272  1.4563  -0.4359
C  -6.0267  1.9492  -1.4834
C  -4.5756  1.7566  -1.0675
H  -8.6877  0.1791  -2.3791
H  -8.6340  -1.5335  -2.8052
H  -9.3320  -1.0354  -1.2553
H  -6.3855  -0.8014  -2.0757
H  -7.0495  -2.0065  -0.9898
H  -6.0050  -0.2806  0.3439
H  -7.7313  -0.2709  0.6287
H  -6.8639  2.0089  0.4981
H  -8.0387  1.7196  -0.7665
H  -6.2000  3.0177  -1.6549
H  -6.2008  1.4522  -2.4446
H  -4.3658  2.2825  -0.1301
H  -3.9076  2.1566  -1.8361
H  -4.3302  0.7004  -0.9326
C  0.5413  -0.9275  2.1408
C  0.8611  -2.4131  2.1889
C  -0.3047  -3.2974  1.7388
C  -1.5688  -3.2049  2.6017
C  -1.3762  -3.5308  4.0842
C  -0.9125  -4.9589  4.3314
H  -0.2753  -0.6664  2.8195
H  1.4183  -0.3439  2.4383
H  0.2603  -0.6217  1.1272
H  1.1830  -2.6870  3.1992
H  1.7167  -2.6064  1.5315
H  0.0379  -4.3383  1.7052
H  -0.5708  -3.0361  0.7075
H  -2.3219  -3.8850  2.1839
H  -1.9947  -2.1983  2.5169
H  -2.3313  -3.3814  4.6006
H  -0.6673  -2.8316  4.5423
H  -1.6292  -5.6780  3.9205
H  -0.8251  -5.1455  5.4058
H  0.0646  -5.1507  3.8815
C  4.0211  -2.8888  -0.7088
C  3.4783  -4.1845  -0.1274
C  4.5507  -5.2621  0.0534
C  5.2257  -5.7384  -1.2382
C  4.2811  -6.2972  -2.3044
C  3.5272  -7.5384  -1.8497
H  4.4310  -3.0349  -1.7119
H  3.2210  -2.1455  -0.7833
H  4.8085  -2.4744  -0.0699
H  2.6628  -4.5563  -0.7567
H  3.0357  -3.9682  0.8519
H  4.1019  -6.1201  0.5676
H  5.3266  -4.8809  0.7282
H  5.9627  -6.5089  -0.9783
H  5.7982  -4.9122  -1.6760
H  4.8707  -6.5545  -3.1917
H  3.5654  -5.5309  -2.6233
H  4.2231  -8.3356  -1.5674
H  2.8954  -7.9130  -2.6605
H  2.8792  -7.3280  -0.9954

Output
Relative energy (zero: lowest compared OMol25 entry of this formula, charge and spin) in kcal per mole: 208.4
Highest occupied orbital energy (spin up / spin down) in hartree: -0.327 / -0.333
HOMO-LUMO gap (spin up / spin down) in eV: 8.83 / 8.82
⟨S²⟩: 0.7545
2S+1: 2
Molecular weight in g/mol: 650.7

No. 2
The following is a quantum chemistry calculation of a 2-piece molecular cluster, C3H3BrO2 overall in a non-equilibrium geometry, from the OMol25 dataset.

Cartesian coordinates (Å):
C  -1.5783  0.0644  0.2215
C  -0.6631  -0.8802  -0.1433
C  1.7861  0.7391  -0.0743
O  1.3876  1.8285  0.0749
O  0.5583  -1.0391  0.0830
Br  3.3779  -0.0708  0.0039
H  -2.5328  -0.0502  -0.0110
H  -1.2249  1.1483  0.6332
H  -1.1109  -1.7400  -0.7878

Output
Relative energy (zero: lowest compared OMol25 entry of this formula, charge and spin) in kcal per mole: 83.3
Highest occupied orbital energy (spin up / spin down) in hartree: -0.292 / -0.316
HOMO-LUMO gap (spin up / spin down) in eV: 6.25 / 7.40
Molecular weight in g/mol: 151.0

No. 3
The following is a quantum chemistry calculation of C15H19CoNO5S4 as an isolated structure, from the OMol25 dataset.

Cartesian coordinates (Å):
Co  -0.1260  0.5295  1.4068
C  0.6164  1.0735  -2.4708
C  -0.3990  0.0517  -2.9554
S  -0.6024  -1.4350  -1.9517
C  0.9383  -2.3514  -2.2490
C  1.8890  -2.4509  -1.0616
S  2.7372  -0.8824  -0.7653
C  3.1742  -0.9886  0.9819
C  3.4168  0.4113  1.5357
S  1.9274  1.3432  2.0291
C  1.9670  2.8247  0.9884
C  1.7666  2.5697  -0.4957
S  0.1787  1.7701  -0.8569
H  0.6559  1.8978  -3.1867
H  1.6087  0.6273  -2.4030
H  -0.1463  -0.2399  -3.9768
H  -1.3973  0.4928  -2.9933
H  1.4334  -1.9250  -3.1249
H  0.6334  -3.3631  -2.5169
H  2.6270  -3.2255  -1.2758
H  1.3384  -2.7265  -0.1635
H  4.0897  -1.5685  1.1038
H  2.3653  -1.4859  1.5146
H  3.9740  1.0259  0.8256
H  4.0190  0.3414  2.4408
H  2.9159  3.3348  1.1569
H  1.1651  3.4406  1.3966
H  2.5493  1.9132  -0.8797
H  1.8230  3.5202  -1.0288
O  -5.7939  -0.9335  0.8299
C  -4.4842  -0.6424  0.9746
C  -3.4983  -1.6327  0.9530
C  -2.1907  -1.2306  1.0998
N  -1.9017  0.0522  1.2432
C  -2.8171  1.0111  1.3052
C  -4.1498  0.7012  1.1654
C  -2.1809  2.3694  1.5899
O  -2.8662  3.3635  1.6589
O  -0.8965  2.2821  1.7815
C  -0.9372  -2.0867  1.1656
O  -0.9962  -3.2869  0.9970
O  0.1215  -1.3948  1.4570
H  -5.9112  -1.8835  0.7100
H  -3.7292  -2.6835  0.8311
H  -4.9072  1.4702  1.2131

Output
Relative energy (zero: lowest compared OMol25 entry of this formula, charge and spin) in kcal per mole: 0.0
Highest occupied orbital energy (spin up / spin down) in hartree: -0.316 / -0.321
HOMO-LUMO gap (spin up / spin down) in eV: 8.90 / 9.01
⟨S²⟩: 0.7608
2S+1: 2
Molecular weight in g/mol: 480.5

No. 4
The following is a quantum chemistry calculation of C45H44BN9SiTi as an isolated structure in a non-equilibrium geometry, from the OMol25 dataset.

Cartesian coordinates (Å):
Ti  -0.3593  -0.3249  -0.3687
C  3.6932  5.0608  1.6208
C  2.6556  4.0158  1.3431
C  1.4833  4.3236  0.6646
C  0.5137  3.3664  0.4679
C  0.6582  2.0453  0.9172
N  -0.4603  1.1867  0.8308
C  -1.5310  1.6683  1.5458
C  -1.2854  2.5158  2.6539
C  -2.2732  3.1612  3.3548
C  -3.6085  2.9785  3.0174
C  -4.7124  3.6932  3.7327
C  -3.8867  2.0616  2.0212
C  -2.9021  1.4048  1.2867
N  -3.3743  0.4783  0.3283
C  -4.5776  0.5249  -0.2882
C  -4.7572  -0.6758  -0.9362
C  -3.5946  -1.3986  -0.6599
N  -2.7651  -0.6843  0.0894
C  1.8589  1.7307  1.5777
C  2.8285  2.7101  1.7767
N  2.1020  0.4490  2.0950
C  2.8176  0.1640  3.2058
C  2.9107  -1.2035  3.2862
C  2.2220  -1.6706  2.1623
N  1.7291  -0.6641  1.4586
H  3.3423  6.0400  1.3031
H  4.6197  4.8358  1.0934
H  3.9163  5.0993  2.6867
H  1.3119  5.3313  0.3151
H  -0.4123  3.6407  -0.0116
H  -0.2617  2.6621  2.9655
H  -2.0065  3.7972  4.1857
H  -4.3169  4.5098  4.3309
H  -5.2423  3.0048  4.3913
H  -5.4278  4.1018  3.0207
H  -4.9221  1.8401  1.8091
H  -5.2061  1.3918  -0.2792
H  -5.6062  -0.9846  -1.5111
H  -3.3523  -2.3969  -0.9731
H  3.7385  2.4449  2.2929
H  3.1944  0.9234  3.8590
H  3.4053  -1.7733  4.0454
H  2.0817  -2.6878  1.8531
B  0.0943  -3.7526  0.0161
N  -0.5614  -3.0434  1.2124
C  -0.9273  -3.6240  2.3576
C  -1.2968  -2.6342  3.2488
C  -1.1232  -1.4527  2.5368
N  -0.6742  -1.7210  1.3102
N  -0.6319  -3.3149  -1.2732
C  -1.1009  -4.1546  -2.1966
C  -1.5666  -3.4166  -3.2682
C  -1.3385  -2.1001  -2.8964
N  -0.7642  -2.0464  -1.6863
H  1.2401  -3.4157  -0.0659
H  -0.0560  -4.9246  0.1489
H  -0.9216  -4.6893  2.4717
H  -1.6279  -2.7509  4.2603
H  -1.3003  -0.4460  2.8775
H  -1.0990  -5.2142  -2.0369
H  -1.9874  -3.7722  -4.1853
H  -1.5806  -1.2318  -3.4775
C  -1.2895  0.8515  -1.9805
C  -1.2699  2.3194  -2.0544
C  -0.3250  2.9722  -2.8584
C  -0.3335  4.3428  -3.0222
C  -1.2861  5.1206  -2.3806
C  -2.2363  4.5007  -1.5845
C  -2.2360  3.1253  -1.4354
H  -0.7602  0.4834  -2.8648
H  -2.3333  0.5200  -2.0329
H  0.4037  2.3737  -3.3852
H  0.3932  4.8098  -3.6741
H  -1.2979  6.1938  -2.5094
H  -2.9948  5.0935  -1.0880
H  -3.0098  2.6702  -0.8343
C  1.5745  -2.2819  -5.6185
C  1.7117  -2.9356  -4.4067
C  1.8330  -2.2072  -3.2375
C  1.8317  -0.8144  -3.2346
C  1.6955  -0.1818  -4.4673
C  1.5687  -0.8987  -5.6449
Si  1.8716  0.1602  -1.5723
C  3.5989  -0.1510  -0.7868
C  4.3957  0.9219  -0.3906
C  5.6453  0.7310  0.1701
C  6.1464  -0.5493  0.3328
C  5.3648  -1.6314  -0.0354
C  4.1069  -1.4282  -0.5709
H  1.4748  -2.8491  -6.5324
H  1.7211  -4.0156  -4.3725
H  1.9241  -2.7409  -2.3025
H  1.6957  0.8976  -4.5161
H  1.4711  -0.3756  -6.5860
H  2.1584  1.5696  -2.0684
H  4.0294  1.9293  -0.5307
H  6.2426  1.5813  0.4703
H  7.1345  -0.7037  0.7403
H  5.7412  -2.6368  0.0917
H  3.5105  -2.2894  -0.8322

Output
Relative energy (zero: lowest compared OMol25 entry of this formula, charge and spin) in kcal per mole: 16.0
Highest occupied orbital energy in hartree: -0.279
HOMO-LUMO gap in eV: 7.36
Molecular weight in g/mol: 797.7

No. 5
The following is a quantum chemistry calculation of a 2-piece molecular cluster, C9H14O overall in a non-equilibrium geometry, from the OMol25 dataset.

Cartesian coordinates (Å):
C  -0.9199  0.0249  -3.2527
C  -0.3178  0.1689  -1.9165
C  -0.2185  1.4897  -1.4795
C  0.4250  1.7702  -0.2242
C  0.9601  0.6586  0.3932
O  1.7694  0.8510  1.5262
C  0.8046  -0.6742  -0.0012
C  -0.0238  -0.8756  -1.0953
H  -0.8721  0.9878  -3.8181
H  -1.9104  -0.3946  -3.4158
H  -0.2064  -0.5695  -3.9244
H  -0.6941  2.2841  -2.1602
H  0.3993  2.7707  0.0374
H  1.9278  1.8485  1.5985
H  1.3554  -1.4490  0.6514
H  -0.5354  -1.8971  -1.2553
C  -1.3947  -0.7292  2.3711
C  -0.6144  -2.1255  2.6443
H  -0.6504  -0.1949  2.9222
H  -1.5816  -0.5489  1.2918
H  -2.2738  -0.5274  2.8502
H  0.0167  -2.3044  1.9032
H  -1.2250  -2.9121  2.7403
H  -0.1083  -2.1485  3.7349

Output
Relative energy (zero: lowest compared OMol25 entry of this formula, charge and spin) in kcal per mole: 60.5
Highest occupied orbital energy in hartree: -0.309
HOMO-LUMO gap in eV: 9.33
Molecular weight in g/mol: 138.2

No. 6
The following is a quantum chemistry calculation of the molecule C5H10O in a non-equilibrium geometry, from the OMol25 dataset.

Cartesian coordinates (Å):
C  -0.1531  -0.5913  -1.6106
C  0.0447  0.2801  -0.3202
O  0.4583  1.5741  -0.6035
C  0.9917  -0.4634  0.5671
C  -0.1666  -0.8947  1.4622
C  -1.1052  0.1123  0.7553
H  -0.4226  -1.6121  -1.3305
H  -0.9135  -0.0914  -2.2899
H  0.7717  -0.6170  -2.2432
H  -0.2414  2.1005  -1.0448
H  1.6014  -1.3086  0.0531
H  1.7414  0.1673  1.0603
H  -0.1031  -0.7854  2.5428
H  -0.4489  -1.8910  1.2401
H  -1.2175  0.9879  1.3725
H  -2.1031  -0.2014  0.3450

Output
Relative energy (zero: lowest compared OMol25 entry of this formula, charge and spin) in kcal per mole: 26.8
Highest occupied orbital energy in hartree: -0.358
HOMO-LUMO gap in eV: 10.73
Molecular weight in g/mol: 86.1

Asked for DFT total energy across the records above, the calculation gives -178869.5319; -77292.6501; -108561.4973; -92460.6247; -11605.0138; -7393.6034 eV in order.